(1)
ORCA calculation (ωB97M-V/def2-TZVPD) on an isolated molecule of C4H3NO at a distorted geometry.

Positions of all 9 atoms, in Å:
C  2.093  0.074  -0.320
C  0.895  0.013  -0.302
C  -0.558  -0.073  -0.223
O  -1.267  1.087  -0.494
C  -0.921  -0.609  1.150
N  -1.490  -1.601  1.334
H  3.154  0.152  -0.345
H  -0.923  -0.826  -0.934
H  -0.999  1.726  0.177

Forces on the atoms, in the same order (eV/Å):
C -0.33 0.06 -0.03
C 0.74 0.31 -0.19
C 0.26 0.07 -0.07
O 0.16 0.57 0.00
C -0.97 -1.79 -1.49
N 0.09 0.24 1.71
H -0.01 -0.04 0.00
H 0.18 0.28 0.25
H -0.12 0.30 -0.17

For the maximum force, the calculation gives 2.520 eV/Å. For the energy relative to the best compared isomer or geometry (same formula, charge and spin), the calculation gives 2.495 eV. The SMILES is C#C[C@H](O)C#N. For the total energy, the calculation gives -7730.2494 eV. The value obtained for the molecular weight is 81.07 g/mol.



(2)
ORCA calculation (ωB97M-V/def2-TZVPD) on a structure of composition C29H25Br2F4MoN8S3.

Positions of all 72 atoms, in Å:
Mo  0.220  -1.340  0.103
Br  -1.709  1.055  2.738
C  -3.128  1.433  1.506
Br  -2.527  1.656  -0.325
H  -3.599  2.363  1.798
H  -3.825  0.601  1.518
C  -2.850  -5.151  1.583
C  -2.078  -3.880  1.799
S  -2.998  -2.363  1.849
C  -0.751  -3.884  1.981
C  0.021  -5.174  2.030
S  0.225  -2.413  2.175
H  -3.905  -4.943  1.418
H  -2.770  -5.811  2.448
H  -2.469  -5.700  0.720
H  -0.401  -5.851  2.775
H  1.068  -5.006  2.269
H  -0.028  -5.683  1.064
S  1.334  -2.820  -1.347
C  0.967  -1.566  -2.537
C  0.981  -1.714  -3.917
C  0.629  -0.622  -4.686
C  0.257  0.572  -4.071
C  0.243  0.627  -2.693
N  0.607  -0.419  -1.942
H  1.244  -2.664  -4.359
H  0.629  -0.703  -5.766
H  -0.018  1.441  -4.650
H  -0.050  1.526  -2.168
F  -5.213  0.594  -1.955
C  -4.390  -0.161  -2.676
C  -4.260  0.143  -4.015
F  -4.982  1.147  -4.493
C  -3.366  -0.546  -4.858
C  -2.643  -1.580  -4.234
C  -2.768  -1.869  -2.895
F  -2.108  -2.938  -2.439
C  -3.633  -1.157  -2.057
C  -3.783  -1.487  -0.641
C  -2.766  -1.847  0.173
N  -1.470  -1.658  -0.186
C  -5.066  -1.308  -0.016
N  -6.059  -1.140  0.536
F  -1.834  -2.353  -4.957
C  -3.202  -0.220  -6.238
C  -3.950  0.789  -6.890
N  -4.525  1.593  -7.481
C  -2.233  -0.849  -7.059
N  -1.459  -1.349  -7.749
C  2.017  3.914  1.392
C  0.678  3.315  1.012
N  0.881  1.906  0.706
C  1.826  1.117  1.251
N  1.862  -0.166  0.878
C  3.065  -0.914  1.272
C  3.446  -0.595  2.702
C  3.731  0.886  2.797
N  2.696  1.663  2.109
C  2.609  3.072  2.502
H  1.900  4.942  1.732
H  2.682  3.916  0.527
H  0.261  3.790  0.125
H  -0.048  3.426  1.823
H  0.262  1.479  0.036
H  3.879  -0.663  0.581
H  2.861  -1.978  1.154
H  4.331  -1.156  3.001
H  2.626  -0.881  3.366
H  4.697  1.127  2.343
H  3.760  1.228  3.833
H  3.619  3.396  2.756
H  2.000  3.149  3.409

Forces on the atoms, in the same order (eV/Å):
Mo -0.12 -0.30 -0.52
Br 0.03 -0.04 0.00
C -0.09 0.01 -0.06
Br 0.10 0.19 0.12
H -0.02 -0.04 -0.01
H 0.01 0.06 0.00
C -0.14 -0.02 0.03
C 0.29 0.06 0.07
S -0.24 -0.10 0.20
C -0.03 -0.01 -0.03
C 0.02 -0.04 -0.06
S 0.18 0.05 0.00
H 0.02 -0.01 0.00
H 0.00 -0.01 0.02
H 0.02 0.00 -0.03
H -0.02 -0.01 0.01
H -0.01 0.02 0.02
H 0.00 0.00 -0.01
S -0.23 0.04 -0.04
C 0.16 -0.11 0.00
C 0.07 -0.01 0.08
C 0.02 0.06 -0.07
C 0.02 -0.03 0.06
C 0.06 -0.02 -0.02
N -0.18 -0.02 0.05
H 0.02 -0.01 -0.01
H -0.01 0.00 -0.01
H -0.01 0.02 -0.02
H -0.02 0.02 -0.01
F -0.04 -0.08 -0.02
C 0.08 0.29 -0.07
C -0.02 0.04 0.05
F 0.02 -0.03 0.02
C -0.03 -0.02 0.09
C 0.06 -0.11 0.01
C -0.06 -0.23 -0.08
F -0.02 0.15 0.00
C 0.12 -0.01 -0.09
C -0.71 0.18 0.01
C 0.64 0.42 -0.06
N 0.56 -0.17 0.43
C 0.08 -0.40 -0.20
N -0.13 0.08 0.05
F -0.07 0.00 0.03
C 0.05 0.05 0.03
C -0.01 -0.06 0.01
N -0.04 0.09 -0.05
C -0.11 -0.08 0.06
N 0.15 0.04 -0.06
C -0.04 0.02 0.03
C -0.03 -0.03 0.00
N -0.03 0.08 -0.10
C 0.02 0.05 -0.15
N -0.44 0.07 0.19
C -0.04 -0.17 -0.07
C 0.07 -0.05 0.06
C -0.05 0.02 -0.01
N 0.01 0.03 0.01
C 0.05 -0.02 -0.02
H -0.03 -0.01 0.00
H 0.02 0.01 0.00
H 0.02 0.01 0.02
H 0.04 0.02 0.00
H 0.01 -0.03 0.08
H 0.00 0.00 0.05
H 0.06 0.09 0.02
H -0.01 0.00 0.00
H 0.02 0.03 -0.02
H -0.01 -0.02 0.03
H -0.02 -0.05 0.01
H -0.02 0.02 -0.05
H 0.03 0.03 0.01

For the maximum force, the calculation gives 0.766 eV/Å. As for the expectation value of S²: 2.089. The spin multiplicity is 3. For the energy relative to the best compared isomer or geometry (same formula, charge and spin), the calculation gives 0.601 eV. For the total energy, the calculation gives -227708.9897 eV. The value obtained for the molecular weight is 913.52 g/mol. As for the total charge: +1.



(3)
ORCA calculation (ωB97M-V/def2-TZVPD) on an isolated molecule of C2H9NSi at a distorted geometry.

Positions of all 13 atoms, in Å:
C  -2.256  -0.057  0.000
N  -0.731  0.362  -0.059
Si  0.575  -0.550  0.492
C  2.132  0.441  -0.120
H  -2.422  -0.701  0.970
H  -2.816  0.934  -0.023
H  -2.335  -0.691  -0.942
H  -0.665  1.043  -0.822
H  0.340  -1.792  -0.243
H  1.042  -0.975  1.770
H  1.630  1.048  -0.946
H  2.592  1.098  0.530
H  2.913  -0.159  -0.606

Forces on the atoms, in the same order (eV/Å):
C 2.59 -0.22 0.22
N -3.40 1.04 0.38
Si 2.14 0.33 -2.11
C -2.48 -1.21 -2.87
H 0.04 1.45 -2.02
H 0.31 -1.76 0.12
H -0.82 0.76 1.35
H 0.51 -0.42 0.83
H 0.35 -0.77 -0.08
H -0.64 -0.01 1.60
H 1.00 -0.45 0.78
H 0.71 1.32 1.64
H -0.30 -0.05 0.15

For the maximum force, the calculation gives 3.982 eV/Å. For the energy relative to the best compared isomer or geometry (same formula, charge and spin), the calculation gives 1.714 eV. The SMILES is CN[SiH2]C. For the total energy, the calculation gives -11586.7082 eV. The value obtained for the molecular weight is 75.19 g/mol.



(4)
ORCA calculation (ωB97M-V/def2-TZVPD) on an isolated molecule of C14H30O3Si at a distorted geometry.

Positions of all 48 atoms, in Å:
C  0.257  0.511  -3.335
C  0.753  1.029  -2.229
Si  0.299  0.286  -0.566
O  -0.855  1.293  0.120
C  -0.518  2.335  1.067
C  -1.788  3.222  1.259
C  0.575  3.293  0.442
C  -0.107  1.709  2.436
O  -0.491  -1.133  -0.874
C  -1.893  -1.479  -0.859
C  -2.306  -1.633  0.597
C  -2.704  -0.383  -1.539
C  -2.034  -2.860  -1.605
O  1.597  0.185  0.437
C  2.314  -1.030  0.644
C  3.596  -0.628  1.402
C  1.435  -2.018  1.415
C  2.730  -1.718  -0.667
H  -0.133  -0.493  -3.366
H  0.190  1.062  -4.242
H  1.263  1.940  -2.283
H  -1.650  3.893  2.108
H  -1.986  3.806  0.354
H  -2.652  2.585  1.441
H  1.594  2.881  0.515
H  0.576  4.299  0.875
H  0.313  3.396  -0.608
H  -0.872  0.981  2.705
H  -0.020  2.470  3.207
H  0.851  1.164  2.326
H  -2.184  -0.690  1.112
H  -3.396  -1.842  0.612
H  -1.754  -2.431  1.095
H  -3.741  -0.577  -1.348
H  -2.404  0.604  -1.158
H  -2.533  -0.409  -2.598
H  -1.586  -3.694  -1.084
H  -3.081  -3.080  -1.756
H  -1.545  -2.777  -2.575
H  3.343  0.008  2.217
H  4.289  -0.174  0.707
H  4.076  -1.534  1.810
H  1.966  -2.925  1.585
H  0.548  -2.245  0.844
H  1.121  -1.587  2.368
H  3.360  -0.997  -1.225
H  3.290  -2.621  -0.456
H  1.898  -1.992  -1.326

Forces on the atoms, in the same order (eV/Å):
C -0.18 -0.41 -0.10
C -0.53 -1.48 1.17
Si -1.00 0.34 -0.66
O 1.23 0.19 0.58
C 0.10 1.35 0.31
C 0.49 -0.81 -0.31
C -0.22 -0.92 0.40
C 0.33 -0.19 -1.20
O 0.59 0.27 -0.10
C 0.41 -0.84 0.09
C -1.10 -0.12 -0.33
C 0.63 -0.08 0.36
C 0.28 1.47 0.12
O -0.49 -0.32 -0.64
C 0.55 -0.93 0.16
C -0.41 -1.56 -0.44
C -0.12 1.10 0.30
C 0.08 1.14 -0.59
H -0.43 -0.11 0.14
H 0.41 0.29 -0.84
H 0.50 1.60 -0.04
H 0.01 0.01 -0.09
H 0.05 -0.05 0.11
H -0.08 -0.03 0.10
H -0.33 0.03 0.00
H -0.11 -0.28 0.18
H 0.03 0.11 -0.15
H -0.07 0.05 0.18
H -0.01 0.08 0.04
H -0.54 0.43 0.16
H 0.24 0.22 0.23
H 0.57 -0.18 0.18
H -0.07 0.07 0.00
H -0.69 0.10 0.03
H -0.39 -0.44 -0.10
H 0.05 0.03 -0.64
H 0.22 -0.02 0.39
H -0.35 -0.05 -0.07
H -0.06 0.01 -0.10
H -0.07 0.67 0.58
H 0.14 0.38 0.02
H -0.12 0.30 -0.15
H 0.51 -0.79 0.27
H -0.15 -0.05 -0.17
H 0.05 -0.05 0.08
H -0.13 -0.52 0.10
H 0.23 -0.09 0.08
H -0.05 0.09 0.33

For the maximum force, the calculation gives 1.966 eV/Å. For the energy relative to the best compared isomer or geometry (same formula, charge and spin), the calculation gives 0.000 eV. The SMILES is C=C[Si](OC(C)(C)C)(OC(C)(C)C)OC(C)(C)C. For the total energy, the calculation gives -29028.3770 eV. The value obtained for the molecular weight is 274.48 g/mol.



(5)
ORCA calculation (ωB97M-V/def2-TZVPD) on a cluster of 2 separate species, C10H15BO in total at a distorted geometry.

Positions of all 27 atoms, in Å:
C  0.117  1.716  1.050
C  -1.066  0.935  1.729
C  -2.086  0.487  0.721
C  -1.721  1.621  3.022
B  -0.323  -0.398  1.835
O  0.429  -1.305  1.717
H  -0.265  2.604  0.459
H  0.526  1.015  0.210
H  0.882  1.942  1.728
H  -2.987  0.132  1.131
H  -1.640  -0.290  0.168
H  -2.295  1.275  -0.019
H  -1.164  2.489  3.473
H  -2.698  2.012  2.799
H  -1.747  0.911  3.801
C  2.508  -0.662  -2.305
C  2.450  -2.048  -2.376
C  1.324  -2.676  -1.826
C  0.172  -1.816  -1.762
C  0.235  -0.570  -2.168
C  1.426  0.100  -2.278
H  3.505  -0.109  -2.248
H  3.366  -2.777  -2.197
H  0.937  -3.415  -1.252
H  -0.548  -2.334  -1.365
H  -0.677  0.081  -2.028
H  1.341  1.080  -2.022

Forces on the atoms, in the same order (eV/Å):
C -1.91 -0.88 -3.37
C 0.54 0.88 1.59
C 0.08 1.83 -1.35
C 1.77 0.85 -1.19
B -0.57 1.74 1.34
O 1.19 -2.16 -0.12
H 0.42 -0.62 1.00
H -0.38 1.24 1.52
H 1.07 0.50 0.87
H -1.12 -0.41 0.69
H 0.19 -1.19 -1.14
H -0.22 -0.02 0.28
H -0.07 -0.80 -0.85
H -0.50 -0.11 -0.16
H -0.48 -0.90 0.93
C 4.50 0.72 -1.01
C 1.94 -4.38 3.52
C -1.47 5.71 -2.11
C 4.90 -1.63 -2.00
C -3.49 3.70 0.78
C -1.60 -1.60 -0.11
H -1.16 -1.21 -0.34
H -1.23 2.19 -1.12
H 1.14 -3.95 0.99
H -4.94 -1.76 1.92
H 0.82 -0.75 -0.44
H 0.61 3.00 -0.10

For the maximum force, the calculation gives 6.269 eV/Å. For the energy relative to the best compared isomer or geometry (same formula, charge and spin), the calculation gives 3.895 eV. The SMILES is CC(C)(C)B=O.c1ccccc1. For the total energy, the calculation gives -13334.7048 eV. The value obtained for the molecular weight is 162.04 g/mol.